[1]
Molecular formula: C63H135N13O13
Method: DFT, ωB97M-V with the def2-TZVPD basis set

CARTESIAN COORDINATES (ANGSTROEM)
C: -9.08859 0.29318 -3.56691
C: -9.15493 0.44192 -1.94506
C: -9.62708 -0.99772 -1.37518
C: -9.24601 -1.32124 0.07992
C: -7.75084 -1.08438 0.18688
C: -7.30736 0.37905 -0.12828
N: -7.80563 0.83748 -1.46698
O: -7.13828 1.96598 -2.05366
C: -7.80527 1.29380 1.03982
C: -5.77843 0.28026 0.02769
C: -10.17766 1.54941 -1.67360
H: -9.94473 -0.17478 -4.05284
H: -8.26927 -0.35908 -3.86919
H: -8.82845 1.27141 -3.97124
H: -10.70904 -1.09733 -1.46213
H: -9.23141 -1.76253 -2.04347
H: -9.43550 -2.37862 0.26468
H: -9.77422 -0.74262 0.83774
H: -7.20996 -1.78890 -0.44495
H: -7.58998 -1.43801 1.20530
H: -7.45935 2.32544 0.97537
H: -8.88377 1.45126 1.05216
H: -7.52218 0.98342 2.04562
H: -5.49007 -0.15359 0.98515
H: -5.31848 -0.36896 -0.71734
H: -5.19706 1.16933 -0.21656
H: -10.04624 1.95456 -0.67027
H: -11.21080 1.20399 -1.71128
H: -9.89472 2.42025 -2.26493
C: 8.39467 0.53929 -4.10441
C: 7.36211 1.08612 -3.11940
C: 7.53207 2.64869 -3.12539
C: 6.91058 3.24407 -4.40165
C: 5.47822 2.92088 -4.58476
C: 5.25232 1.32230 -4.45866
N: 5.94121 0.71232 -3.31929
O: 5.65833 -0.75616 -3.17964
C: 3.73590 1.24592 -4.31794
C: 5.55152 0.59506 -5.77425
C: 7.88303 0.72722 -1.67258
H: 8.07180 -0.35708 -4.63391
H: 9.39918 0.37707 -3.71359
H: 8.55542 1.30627 -4.86203
H: 7.33347 3.17719 -2.19301
H: 8.53545 3.04667 -3.27684
H: 7.44293 3.01877 -5.32573
H: 6.98467 4.32550 -4.28715
H: 5.03638 3.20923 -5.53856
H: 4.92228 3.39350 -3.77503
H: 3.31213 1.86079 -3.52393
H: 3.26124 1.49834 -5.26614
H: 3.36610 0.22062 -4.30757
H: 6.62905 0.63038 -5.93480
H: 5.21415 -0.44125 -5.75582
H: 4.98719 1.02788 -6.60026
H: 8.81750 1.25551 -1.48341
H: 7.90777 -0.32298 -1.38178
H: 7.11691 1.12649 -1.00795
C: 2.65964 1.24594 -0.32072
C: 1.27978 1.63173 0.37578
C: 0.81512 3.04558 -0.18477
C: -0.60176 3.44232 0.22007
C: -1.47495 2.31310 -0.39070
C: -1.18774 1.01234 0.19172
N: 0.22469 0.64105 0.00789
O: 0.48786 -0.75977 0.33330
C: -1.77896 0.94646 1.64930
C: -2.15381 0.11080 -0.68226
C: 1.48327 1.77954 1.92503
H: 2.78933 0.20911 -0.01047
H: 3.49649 1.88012 -0.02816
H: 2.59232 1.10020 -1.39883
H: 1.43822 3.82270 0.25786
H: 0.88738 3.18017 -1.26402
H: -0.86348 4.41995 -0.18472
H: -0.78017 3.50976 1.29325
H: -1.33319 2.31349 -1.47144
H: -2.46973 2.67972 -0.13750
H: -1.04851 1.22567 2.40863
H: -2.66946 1.55531 1.80553
H: -1.97856 -0.08895 1.92531
H: -3.05057 0.67431 -0.93989
H: -1.73418 -0.19832 -1.63958
H: -2.41237 -0.81264 -0.16408
H: 2.50885 2.05527 2.17049
H: 1.18090 0.89281 2.48216
H: 0.95715 2.55337 2.48404
C: -1.06771 -5.15726 5.77943
C: 0.46672 -5.12134 5.62481
C: 0.85766 -6.28953 4.76878
C: 0.54796 -6.04173 3.31184
C: 1.22580 -4.69652 2.90286
C: 0.88158 -3.38673 3.71666
N: 0.95742 -3.81793 5.11189
O: 0.99283 -2.78410 6.07201
C: 1.97270 -2.30030 3.41499
C: -0.43652 -2.81705 3.16870
C: 1.13854 -5.48344 6.99274
H: -1.43069 -6.07342 6.24527
H: -1.46154 -5.17046 4.76316
H: -1.46625 -4.23975 6.21238
H: 1.93924 -6.42362 4.75097
H: 0.33355 -7.20100 5.05620
H: -0.53910 -6.11885 3.29049
H: 0.87182 -6.81538 2.61564
H: 0.83371 -4.48642 1.90776
H: 2.29564 -4.90516 2.90675
H: 2.77254 -2.27134 4.15494
H: 2.33271 -2.46988 2.40024
H: 1.51247 -1.31247 3.39324
H: -0.27002 -2.46583 2.15035
H: -1.22446 -3.56911 3.12816
H: -0.69882 -1.97207 3.80532
H: 0.73439 -6.34628 7.52216
H: 0.95819 -4.81568 7.83516
H: 2.21016 -5.61280 6.84113
C: 2.82714 3.13195 5.48293
O: 2.02030 4.03887 5.40726
N: 2.51694 1.85717 5.68447
C: 3.40464 0.63984 5.86891
C: 1.10559 1.39383 5.94786
H: 3.90552 3.34660 5.53976
H: 3.33114 -0.15321 5.12475
H: 3.20937 0.14255 6.81900
H: 4.48343 0.79562 5.86366
H: 0.54759 2.16296 6.48187
H: 0.64283 1.30486 4.96498
H: 1.00132 0.48480 6.54022
C: 7.30896 -3.61700 1.47532
O: 7.73865 -4.70928 1.89303
N: 6.02048 -3.18646 1.60994
C: 5.86462 -1.77616 1.10926
C: 5.09238 -3.81013 2.58564
H: 7.90365 -2.92716 0.85673
H: 4.79053 -1.60493 1.03778
H: 6.41146 -1.42473 0.23429
H: 6.32142 -1.12820 1.85730
H: 4.12860 -3.65731 2.09997
H: 5.11386 -4.88975 2.73417
H: 5.15324 -3.29088 3.54208
C: -3.46610 0.22752 4.60676
O: -4.13739 -0.50715 3.87403
N: -2.81094 -0.08596 5.70080
C: -2.31178 0.97605 6.57826
C: -2.79938 -1.44674 6.12577
H: -3.30183 1.28725 4.35739
H: -3.06617 1.16100 7.34297
H: -2.05472 1.96993 6.21188
H: -1.41614 0.60224 7.07445
H: -2.94938 -2.21010 5.36230
H: -1.91819 -1.72343 6.70459
H: -3.56056 -1.58703 6.89325
C: -1.24834 4.49742 4.20193
O: -2.08689 3.95427 3.53489
N: -0.85572 5.77970 3.93748
C: 0.12345 6.42777 4.82150
C: -1.15724 6.47912 2.65237
H: -0.77349 4.12871 5.12431
H: -0.09903 7.44085 5.15656
H: 1.02780 6.49225 4.21644
H: 0.38995 5.79130 5.66530
H: -1.96043 5.96091 2.12849
H: -1.39258 7.53843 2.75518
H: -0.22763 6.36140 2.09552
C: 0.70114 6.54478 -4.89975
O: 1.22325 7.53027 -5.41486
N: 1.39411 5.43459 -4.51926
C: 0.79817 4.16227 -4.16248
C: 2.85080 5.44787 -4.55676
H: -0.38184 6.35874 -4.83100
H: 1.24271 3.41569 -4.82059
H: -0.28399 4.05172 -4.09309
H: 1.22354 3.95331 -3.18090
H: 3.24382 4.80976 -5.34824
H: 3.37075 6.39896 -4.67157
H: 3.12853 5.01197 -3.59710
C: -5.22917 0.86742 -4.63112
O: -6.09053 0.22971 -5.23065
N: -4.57599 1.92063 -5.15233
C: -3.38727 2.50861 -4.46469
C: -4.95362 2.53185 -6.42188
H: -5.02718 0.77943 -3.55239
H: -3.57516 3.58163 -4.42698
H: -2.40326 2.18435 -4.80333
H: -3.38435 2.20840 -3.41685
H: -5.03489 3.59941 -6.21741
H: -4.23706 2.38637 -7.23026
H: -5.92908 2.28631 -6.84175
C: 2.65779 -4.56003 -2.61786
O: 1.47986 -4.22898 -2.89309
N: 3.34280 -3.89497 -1.67301
C: 4.45377 -4.62437 -1.00110
C: 2.97484 -2.62943 -1.03430
H: 3.12902 -5.45668 -3.04932
H: 5.23012 -3.92300 -0.69540
H: 4.94341 -5.33224 -1.66989
H: 4.17888 -5.11533 -0.06756
H: 2.15718 -2.07419 -1.49393
H: 2.75493 -2.75166 0.02627
H: 3.87390 -2.02028 -1.12762
C: 0.43420 0.23740 -3.59683
O: -0.16689 1.25629 -3.39522
N: 0.86221 -0.23463 -4.81259
C: 1.60031 -1.54556 -4.95392
C: 0.70033 0.52657 -6.02567
H: 0.72060 -0.46216 -2.79634
H: 2.68431 -1.44083 -4.99947
H: 1.31186 -1.93409 -5.93062
H: 1.32831 -2.16939 -4.10247
H: 0.12921 1.44306 -5.87743
H: 1.69550 0.89769 -6.27061
H: 0.22090 0.04945 -6.88043
C: -3.65985 -3.44793 -0.59267
O: -4.68300 -2.98289 -1.03690
N: -3.05063 -4.53620 -1.07515
C: -1.70967 -5.02796 -0.70866
C: -3.38086 -5.13334 -2.35063
H: -3.25791 -3.22462 0.40772
H: -1.97596 -6.07875 -0.59455
H: -1.33443 -4.76995 0.28165
H: -0.88777 -4.82995 -1.39668
H: -3.28873 -6.21935 -2.36459
H: -4.41466 -4.91078 -2.61485
H: -2.73015 -4.70280 -3.11176

Calculated values
2S+1: 5
Frontier orbital gap (spin up / spin down) (eV): 8.083 / 7.454
Molar mass (g mol⁻¹): 1282.851
E_tot (a.u.): -4170.8778
E_LUMO (spin up / spin down) (eV): 0.1 / -1.3

***

[2]
Molecular formula: C63H140F3N8O12S
Method: DFT, ωB97M-V with the def2-TZVPD basis set

CARTESIAN COORDINATES (ANGSTROEM)
C: 0.40067 -1.01222 -0.05925
C: 0.53534 -0.15870 0.96282
C: 0.01211 -0.53463 2.35592
O: 0.08004 0.33365 3.36764
C: -0.66987 -1.68605 2.60192
C: -0.86446 -2.63926 1.60609
C: -0.16600 -2.37406 0.13965
O: -0.15562 -3.25190 -0.70123
O: -1.57015 -3.64631 1.81484
O: 1.15478 0.92071 0.65521
H: 0.70204 -0.76316 -1.06600
H: -1.20449 -1.81541 3.53135
C: -5.10531 -6.31041 8.98073
C: -5.63821 -7.41249 8.09931
C: -7.08997 -7.07575 7.51879
O: -7.63225 -8.08921 6.66043
C: -8.24791 -9.02473 7.49918
N: -4.62786 -7.60017 6.94727
H: -4.60917 -6.82737 6.29726
H: -3.64753 -7.70624 7.16588
H: -4.68772 -8.46770 6.43355
H: -5.82675 -6.03821 9.75114
H: -4.95190 -5.36765 8.45559
H: -4.15022 -6.53487 9.45560
H: -5.60285 -8.35994 8.63706
H: -6.88977 -6.19735 6.90525
H: -7.78212 -6.75164 8.29595
H: -8.64469 -9.80936 6.85495
H: -9.03689 -8.60345 8.12218
H: -7.57055 -9.47019 8.22777
C: 2.66682 -0.91013 11.28728
C: 1.23267 -1.24783 11.63994
C: 1.00980 -1.63208 13.16151
O: -0.35342 -1.95530 13.41459
C: -0.74970 -2.29796 14.72938
N: 0.32147 -0.03702 11.32501
H: -0.61945 -0.17221 11.66633
H: 0.71275 0.80822 11.71560
H: 0.39367 0.19606 10.34493
H: 2.96753 -0.03872 11.86895
H: 2.68503 -0.72716 10.21290
H: 3.40788 -1.70688 11.35136
H: 0.93166 -2.11537 11.05267
H: 1.18339 -0.75881 13.79028
H: 1.60653 -2.46390 13.53583
H: -1.82906 -2.35587 14.86980
H: -0.57483 -1.42647 15.36029
H: -0.22445 -3.19830 15.04814
C: 7.80950 5.18250 6.19176
N: 7.14851 5.87693 4.96987
C: 5.88180 6.42499 5.59489
C: 8.02844 7.12946 4.54150
C: 6.77407 5.03661 3.75624
C: 7.90273 4.55611 2.85766
O: 8.89991 3.94068 3.59649
H: 8.80026 4.86122 5.87038
H: 7.17281 4.32071 6.39183
H: 7.82331 5.87943 7.02974
H: 6.00434 7.12120 6.42457
H: 5.25602 5.62598 5.99245
H: 5.23880 6.86790 4.83431
H: 7.67953 7.56406 3.60475
H: 8.97923 6.63966 4.33129
H: 8.11614 7.83038 5.37163
H: 6.23917 5.81280 3.20896
H: 6.09257 4.21233 3.96658
H: 8.24005 5.26778 2.10410
H: 7.53654 3.79030 2.17390
H: 9.49221 3.64110 2.90293
C: -8.18055 -7.80945 -3.15792
N: -7.22968 -7.05640 -2.15983
C: -5.93434 -7.91475 -2.14993
C: -6.75737 -5.70332 -2.68048
C: -7.82470 -6.86174 -0.68286
C: -9.21839 -6.32970 -0.68370
O: -9.49170 -5.15067 -1.39860
H: -9.08829 -7.21250 -3.24594
H: -8.37091 -8.83952 -2.85653
H: -7.66091 -7.80973 -4.11608
H: -6.09228 -8.96786 -1.91733
H: -5.23330 -7.50345 -1.42366
H: -5.38027 -8.01684 -3.08304
H: -6.05974 -5.95109 -3.48049
H: -6.32873 -5.08075 -1.89513
H: -7.59920 -5.18163 -3.13575
H: -7.17017 -6.16439 -0.15999
H: -7.68529 -7.82857 -0.19923
H: -9.43247 -6.11499 0.36328
H: -9.92693 -7.10645 -0.97130
H: -10.44322 -5.03179 -1.35283
C: 2.24769 -10.26771 0.14237
N: 3.57520 -10.17761 0.95899
C: 3.68006 -8.70260 1.52465
C: 3.50465 -11.18252 2.05870
C: 4.78996 -10.44638 -0.01775
C: 6.16841 -10.02884 0.33242
O: 6.55725 -10.44537 1.59774
H: 2.22907 -9.42930 -0.55393
H: 1.38782 -10.15778 0.80316
H: 2.01922 -11.23136 -0.31290
H: 4.49067 -8.64998 2.25145
H: 2.81125 -8.55015 2.16499
H: 3.73375 -8.02271 0.67437
H: 4.40753 -11.23505 2.66711
H: 3.22770 -12.07672 1.50030
H: 2.67837 -10.76368 2.63310
H: 4.50170 -9.97660 -0.95812
H: 4.64865 -11.46700 -0.37337
H: 6.42161 -8.97616 0.20656
H: 6.87697 -10.50427 -0.34581
H: 6.93435 -11.32656 1.54392
C: 5.75394 11.21566 -4.24106
C: 5.98682 11.15582 -5.73367
C: 5.30438 9.88730 -6.34477
C: 6.33299 8.75289 -6.68585
N: 5.83973 7.53065 -7.53460
C: 7.06572 6.62533 -7.61835
C: 6.97639 5.64198 -6.47484
C: 5.60630 5.90502 -5.73016
C: 4.79001 6.73656 -6.70627
C: 5.23914 7.99928 -8.93365
C: 6.33228 8.62426 -9.91531
C: 5.75869 9.07291 -11.26296
H: 4.66881 11.27260 -4.15539
H: 6.06224 12.11462 -3.70729
H: 6.09520 10.33048 -3.70431
H: 7.04792 11.23447 -5.97029
H: 5.41749 11.96381 -6.19316
H: 4.61330 10.11080 -7.15751
H: 4.69702 9.42921 -5.56415
H: 6.88837 8.42742 -5.80624
H: 7.09546 9.19970 -7.32390
H: 6.95146 6.00239 -8.50546
H: 8.07350 7.02730 -7.72279
H: 7.03245 4.65607 -6.93628
H: 7.86320 5.81272 -5.86450
H: 5.08447 4.99360 -5.43843
H: 5.74970 6.47355 -4.81129
H: 4.46080 5.96756 -7.40509
H: 3.90064 7.25223 -6.34403
H: 4.50698 8.77040 -8.69403
H: 4.84798 7.05278 -9.30679
H: 7.05576 7.81946 -10.04558
H: 6.81634 9.49785 -9.47871
H: 6.51411 9.55860 -11.88066
H: 4.89768 9.71604 -11.08087
H: 5.51601 8.13596 -11.76428
C: -8.90397 6.85460 3.82895
C: -8.17361 7.53739 2.59091
C: -6.67560 6.99747 2.56008
C: -5.93884 7.57865 1.32376
N: -4.55214 6.94581 1.01612
C: -3.42436 7.33070 2.05216
C: -2.80898 8.63819 1.62356
C: -3.01879 8.71972 0.04194
C: -3.97311 7.53927 -0.30376
C: -4.68376 5.39970 0.77616
C: -5.76202 4.86955 -0.19286
C: -5.96741 3.34536 -0.23762
H: -9.94994 6.70711 3.56007
H: -8.80812 7.32477 4.80765
H: -8.41143 5.88453 3.89579
H: -8.33879 8.61278 2.65687
H: -8.75095 7.13863 1.75678
H: -6.64089 5.90945 2.50432
H: -6.13516 7.07296 3.50366
H: -5.73478 8.64938 1.32146
H: -6.46215 7.35389 0.39440
H: -2.66339 6.55031 2.05035
H: -3.72651 7.21325 3.09284
H: -1.77956 8.87864 1.88920
H: -3.38455 9.38640 2.16853
H: -2.04931 8.57514 -0.43483
H: -3.24345 9.71535 -0.34062
H: -3.38719 6.79798 -0.84716
H: -4.63853 7.89859 -1.08875
H: -4.83042 4.94648 1.75656
H: -3.72476 5.07489 0.37252
H: -5.49338 5.23085 -1.18553
H: -6.72938 5.34889 -0.04275
H: -6.74063 3.08641 -0.96094
H: -5.94470 2.87213 0.74403
H: -5.05920 2.90015 -0.64387
C: 5.27500 -4.87709 -7.18790
C: 4.22927 -3.91275 -6.69691
C: 3.13005 -3.48675 -7.73932
C: 1.99293 -4.51748 -8.02158
N: 1.11083 -3.97951 -9.10426
C: 1.79074 -4.33921 -10.40368
C: 1.48064 -5.82631 -10.64378
C: 0.07807 -5.98104 -10.06454
C: -0.22885 -4.73038 -9.13507
C: 0.72712 -2.46098 -8.97713
C: -0.07000 -2.14762 -7.65299
C: -0.38676 -0.61440 -7.38348
H: 6.15972 -4.81761 -6.55399
H: 5.53865 -4.59600 -8.20750
H: 4.84747 -5.87385 -7.07935
H: 4.74661 -3.11294 -6.16705
H: 3.64289 -4.42050 -5.93111
H: 3.69948 -3.20257 -8.62425
H: 2.70347 -2.63577 -7.20830
H: 1.34538 -4.76595 -7.18072
H: 2.42334 -5.46487 -8.34605
H: 1.37802 -3.66967 -11.15832
H: 2.86032 -4.18884 -10.25707
H: 1.44930 -5.90566 -11.73043
H: 2.26629 -6.52250 -10.35022
H: -0.63365 -5.97259 -10.89007
H: -0.00073 -6.94176 -9.55570
H: -1.06943 -4.23764 -9.62367
H: -0.56170 -5.04807 -8.14695
H: 0.11699 -2.23004 -9.85035
H: 1.69864 -1.99453 -9.14050
H: 0.53294 -2.60896 -6.87086
H: -0.97771 -2.74506 -7.73803
H: -0.33408 -0.47263 -6.30402
H: -1.39956 -0.47027 -7.75974
H: 0.32254 0.04315 -7.88609
C: -7.54886 0.72083 7.49414
F: -8.18744 -0.40396 7.80840
F: -6.62764 0.48658 6.57767
F: -8.49648 1.47262 6.87515
S: -6.98965 1.74252 9.05428
O: -6.27452 2.91725 8.51804
O: -8.22843 2.09371 9.75617
O: -6.04619 0.83101 9.80197

Calculated values
Charge: +5
Frontier orbital gap (eV): 2.520
Molar mass (g mol⁻¹): 1290.918
E_tot (a.u.): -4520.9928
E_LUMO (eV): -6.6

***

The lowest molar mass belongs to which entry? C63H135N13O13

***

Among the records above, which one has the lowest E_tot? C63H140F3N8O12S